Entry 1:
Molecular formula: C19H29N2O5PdSi2
Method: DFT, ωB97M-V/def2-TZVPD

Calculated values
HOMO-LUMO gap (alpha / beta) = 5.86 / 5.91 eV

```
! RIJCOSX wB97M-V def2-TZVPD def2/J DEFGRID3
* xyz 1 1
Pd -0.07137 0.16005 0.09446
Si 0.87494 2.09685 -0.91143
Si 1.09957 -1.73318 -1.07317
O -1.10356 -3.33244 4.84053
O 0.35533 -1.37238 3.98249
O 0.76435 -0.36479 2.05606
O -2.72537 -4.56673 3.97254
O -2.19554 1.51353 0.96116
N -2.40845 -2.31120 0.55335
N -1.47945 -1.43252 0.94599
C -3.27440 0.77682 -1.05340
C 0.35356 -2.92789 -2.41388
C 3.26157 -0.99296 -2.77482
C -1.10845 -1.78192 2.17887
C 4.01807 1.16474 -3.48949
C 4.15000 -0.20880 -3.48829
C -2.03190 2.54418 1.93273
C -1.85186 -2.91773 2.59063
C 0.08553 -1.11231 2.81090
C 2.12581 0.98424 -2.02557
C -0.80250 2.26664 2.77631
C 2.24788 -0.38888 -2.04324
C -3.33459 1.71901 0.13813
C 2.36273 -2.71388 0.01420
C -2.65679 -3.22079 1.50617
C -1.91433 -3.67680 3.88237
C 2.04659 3.04337 0.30449
C 3.00268 1.76698 -2.76781
C -0.03320 3.29841 -2.12110
H -0.28801 -3.66790 -1.94291
H 1.53590 3.86467 0.79958
H -0.94704 1.37914 3.38859
H -4.24454 1.53003 0.72674
H 3.36707 -2.06527 -2.78904
H -0.44416 2.77680 -2.98048
H 2.95508 -2.05437 0.64525
H -0.49006 -2.55596 4.63214
H -2.82066 -2.25466 -0.36649
H -0.23342 -2.40217 -3.16140
H 1.14028 -3.46874 -2.93211
H -3.55006 -0.23051 -0.75810
H -0.60751 3.11370 3.42986
H 4.94490 -0.68482 -4.04061
H 4.71080 1.77854 -4.04517
H -0.85072 3.81738 -1.62974
H -1.93166 3.51344 1.41950
H 1.85488 -3.41665 0.66991
H 3.04177 -3.28191 -0.61769
H 2.43022 2.37716 1.07494
H 0.65593 4.05349 -2.48663
H 2.91301 2.84084 -2.78187
H -3.35484 2.76517 -0.20169
H 2.90097 3.44923 -0.23125
H 0.06242 2.10550 2.12543
H -2.25375 0.76858 -1.45849
H -3.35726 -4.02076 1.38508
H -2.92836 2.58483 2.56831
H -3.96806 1.10565 -1.82085
*
```

Entry 2:
Molecular formula: C19H29N3
Method: DFT, ωB97M-V/def2-TZVPD

Calculated values
HOMO-LUMO gap = 8.04 eV
ΔE to the lowest compared entry with this formula, charge and spin = 1807.0 kJ/mol

```
! RIJCOSX wB97M-V def2-TZVPD def2/J DEFGRID3
* xyz 0 1
N -2.30428 -1.27156 0.06418
N -2.90612 -3.17609 -1.02429
N -4.23045 -1.30630 -0.64297
C 3.02981 -0.15948 -0.19956
C -2.98533 -0.22374 0.90993
C -4.29200 -0.22413 0.14942
C 5.21784 -0.06802 -1.33176
C -3.09213 -1.96983 -0.54140
C -1.18918 -1.89516 0.69236
C 5.92684 -0.60326 -0.16313
C 3.80509 -0.74213 1.18165
C -1.48248 3.50077 0.83233
C 1.70392 0.70954 0.33468
C -2.21014 1.18220 0.55441
C 3.88000 0.78266 -0.71861
C 0.23685 -1.40705 0.25111
C -2.01038 2.25961 1.18369
C 0.69462 -0.04193 1.15853
C -1.90103 1.25275 -1.00475
C 5.17255 -1.40427 0.46450
C -1.31225 2.52131 -1.22452
C -0.86946 3.41238 -0.41709
H 2.72437 -0.81928 -0.80985
H 4.68990 -2.27132 0.03962
H -2.18044 1.97910 2.23476
H 4.90682 -0.51692 -2.12238
H -1.15190 -1.78458 1.70531
H 0.89276 -2.23829 0.20716
H 1.35317 0.92971 -0.52405
H -4.63438 0.58163 -0.40685
H -0.03278 0.46204 1.44778
H 5.82909 0.61570 -1.92387
H 5.61888 -1.84138 1.41278
H -1.16007 -2.78901 0.61782
H -2.86509 -0.05163 1.73835
H -2.16224 -3.19239 -1.45245
H -1.11844 4.07413 1.47427
H -2.03616 0.34437 -1.69872
H 4.02665 0.08053 1.92525
H 6.82967 -0.91169 -0.88111
H -0.96102 2.59924 -2.56470
H 3.16167 -1.50654 1.51228
H 2.15752 1.48194 1.16482
H 0.01628 -1.10684 -0.77198
H -3.66268 -3.42882 -1.78260
H 6.41053 0.25162 0.42083
H -0.29839 4.32484 -0.92348
H 3.31420 1.22807 -1.55820
H -5.07516 -0.41868 0.81520
H 1.13334 -0.69591 1.92904
H 4.30118 1.58296 -0.10787
*
```

Entry 3:
Molecular formula: C19H29N3
Method: DFT, ωB97M-V/def2-TZVPD

Calculated values
HOMO-LUMO gap = 8.72 eV
ΔE to the lowest compared entry with this formula, charge and spin = 0.0 kJ/mol
Structure (SMILES) = NC1=NC[C@H](c2ccccc2)N1CCCCC1CCCCC1

```
! RIJCOSX wB97M-V def2-TZVPD def2/J DEFGRID3
* xyz 0 1
N -1.58188 -1.33484 -0.00184
N -3.17658 -2.62336 0.92482
N -2.11446 -3.45170 -0.97853
C 4.58039 1.55382 0.27686
C -3.00362 3.15112 0.51478
C -2.08737 -0.48787 1.07012
C 2.58487 1.17639 -1.18869
C -2.33838 -2.48187 -0.03138
C 5.53871 0.95310 1.30055
C 0.47934 -0.10106 -0.51808
C -3.99596 3.04266 -0.44397
C -0.75990 -0.81596 -1.06028
C -3.75681 0.65699 -0.41112
C -2.75434 0.75704 0.54748
C 5.20889 -1.30058 0.27227
C 6.23961 -0.26974 0.71901
C -2.38465 2.01441 1.00487
C -3.08571 -1.45714 1.77176
C 4.24652 -0.69765 -0.74765
C 1.41951 0.30033 -1.65153
C -4.37231 1.79199 -0.90525
C 3.53570 0.52940 -0.17501
H 4.97979 0.65953 2.19236
H 6.84497 0.03340 -0.13850
H -1.60993 2.10326 1.75418
H 3.51584 -1.45416 -1.03790
H -4.07674 -1.00834 1.88648
H -5.14926 1.70161 -1.65063
H 2.17568 2.08775 -0.74456
H -1.26870 -0.21205 1.74501
H -1.32884 -0.11726 -1.69657
H -4.05692 -0.32002 -0.76337
H 5.14821 1.89410 -0.59272
H -1.96445 -3.12406 -1.92052
H -2.72934 -1.75016 2.76369
H -4.47688 3.92964 -0.82936
H 6.27679 1.70045 1.59992
H 4.64387 -1.64563 1.14164
H 4.80170 -0.40498 -1.64240
H 0.84777 0.86360 -2.39437
H 2.96152 0.22139 0.70462
H 6.90835 -0.70756 1.46317
H 5.71207 -2.16674 -0.16321
H -0.43460 -1.65865 -1.67588
H 1.79949 -0.59521 -2.14600
H -2.79559 -4.19307 -0.91482
H 0.98769 -0.77042 0.17687
H -2.70890 4.12396 0.88076
H 0.17195 0.79388 0.02568
H 4.07943 2.42404 0.70753
H 3.16374 1.47306 -2.06730
*
```

Entry 4:
Molecular formula: C19H29NO2S
Method: DFT, ωB97M-V/def2-TZVPD

Calculated values
HOMO-LUMO gap = 9.37 eV
ΔE to the lowest compared entry with this formula, charge and spin = 17.2 kJ/mol
Structure (SMILES) = CSCCC(=O)N1CCC[C@](CO)(CCCc2ccccc2)C1

```
! RIJCOSX wB97M-V def2-TZVPD def2/J DEFGRID3
* xyz 0 1
S -2.71047 1.82510 3.78498
O 2.21978 -0.78660 0.46637
O 0.19501 -0.67395 2.38330
N -0.22296 1.38716 1.60411
C -0.39083 -2.35169 -2.98960
C -0.13266 0.91673 0.23411
C -0.23512 2.82965 1.67688
C 1.20403 1.32043 -0.40706
C -1.42344 0.84948 4.64070
C -0.42527 -4.11303 -4.63285
C 1.10638 3.35817 1.16880
C 1.07585 -0.45629 -2.32646
C 1.19997 1.01772 -1.91939
C -0.43195 -2.76637 -4.31353
C 2.37919 0.59320 0.29650
C 1.37437 2.84611 -0.24721
C -0.37366 -5.06374 -3.62871
C -0.33556 -3.31431 -1.98878
C 0.00979 0.51913 2.60621
C -0.32775 -4.66036 -2.30479
C -3.38507 0.55946 2.67299
C -0.02785 1.01477 4.04030
C -0.36240 -0.89273 -2.63379
H -0.44575 3.17562 2.68602
H -2.58253 0.10980 2.09790
H -0.74973 -0.29908 -3.46572
H 0.65458 0.37600 4.60681
H -1.73606 -0.19286 4.60569
H -0.28518 -5.39765 -1.51626
H -3.90525 -0.19319 3.25930
H -0.29608 -3.00551 -0.95399
H -0.47256 -2.02797 -5.10243
H 1.66906 -0.62207 -3.22860
H 0.67378 3.33896 -0.92633
H 2.38356 3.12952 -0.55263
H 1.53533 -0.95032 1.14214
H 1.49159 -1.09073 -1.54567
H -0.46029 -4.42071 -5.66817
H 1.89858 3.03656 1.84761
H -1.42434 1.19148 5.67538
H 3.27871 0.71669 -0.31389
H 0.38998 1.58558 -2.38696
H -0.95831 1.36014 -0.33161
H 2.13748 1.41100 -2.31941
H 0.30434 2.04636 4.13591
H 1.09391 4.44905 1.16608
H -0.36866 -6.11515 -3.87658
H 2.56778 1.06828 1.26987
H -1.00329 -0.72092 -1.76856
H -0.24231 -0.16785 0.23670
H -4.08380 1.06234 2.01275
H -1.04388 3.18862 1.03155
*
```

Entry 5:
Molecular formula: C19H30As2N2O2SiSr
Method: DFT, ωB97M-V/def2-TZVPD

Calculated values
HOMO-LUMO gap (alpha / beta) = 4.05 / 4.02 eV
ΔE to the lowest compared entry with this formula, charge and spin = 217.4 kJ/mol

```
! RIJCOSX wB97M-V def2-TZVPD def2/J DEFGRID3
* xyz 0 1
Sr 0.96404 -10.45300 16.66080
As 4.48970 -11.04295 12.06145
As 2.08654 -8.25812 11.76663
Si 1.96498 -13.35316 17.27571
O -0.93165 -11.78708 15.68211
O -0.62850 -9.15613 15.81515
N -1.45109 -11.20117 16.71815
N -1.65355 -9.85124 16.46354
C -2.81069 -9.39976 16.98148
C 5.85200 -8.12266 9.34490
C 3.49212 -6.68525 12.18720
C 4.79320 -11.88610 10.30265
C -2.81739 -8.05525 17.40971
C 6.69488 -11.42256 12.80633
C 4.72434 -8.10172 8.50133
C 0.96342 -7.07234 10.65509
C 5.74721 -8.57938 10.62938
C -3.31793 -7.89635 18.70841
C -4.09858 -8.88265 19.29436
C 4.60817 -9.30422 11.04825
C -4.43800 -10.06631 18.59954
C 3.38994 -9.10918 10.34258
C 0.65257 -12.54602 18.40805
C -3.83672 -10.33568 17.39316
C 3.50644 -8.63719 9.04027
C 1.08196 -14.33894 15.81174
C 3.16124 -14.52141 18.20998
H -3.88644 -11.36038 16.96908
H 4.76473 -7.69495 7.49479
H 4.36696 -7.02955 12.76361
H 3.16255 -15.49867 17.74540
H 2.78573 -14.55475 19.27368
H -0.39142 -12.52324 18.06430
H 6.56593 -11.71610 13.85623
H 0.54852 -6.31157 11.30830
H 6.56007 -8.38014 11.33700
H 2.59895 -8.56028 8.47062
H 4.07253 -11.59385 9.54904
H 4.19523 -14.13981 18.20782
H 6.89372 -10.38166 12.50852
H 6.82237 -7.84505 8.91011
H -2.17974 -7.31441 16.91294
H 1.16815 -15.42034 15.77842
H 0.02777 -14.02504 15.83609
H 0.68218 -12.94725 19.43759
H 1.58884 -6.65071 9.83416
H 5.72179 -11.39783 10.02152
H 0.18443 -7.76011 10.23565
H -3.03932 -6.95838 19.18985
H -5.06602 -10.80349 19.13211
H 1.45160 -13.87174 14.90928
H 2.93634 -5.87482 12.68527
H 7.02577 -12.40658 12.40768
H 0.90627 -11.49621 18.70769
H 4.85499 -12.97319 10.39903
H -4.42217 -8.74023 20.31319
H 3.83807 -6.31644 11.20259
*
```

Entry 6:
Molecular formula: C19H30BO12
Method: DFT, ωB97M-V/def2-TZVPD

Calculated values
HOMO-LUMO gap = 6.01 eV

```
! RIJCOSX wB97M-V def2-TZVPD def2/J DEFGRID3
* xyz -1 1
O -8.50061 -3.00023 0.65949
O 6.92721 2.29734 -1.88033
O 2.00216 2.41706 1.06142
O -6.81717 -2.96078 2.18528
O -4.42548 -4.54916 -0.66118
O -2.15623 -4.60305 -0.71483
O -6.71207 -1.62793 0.37904
O 2.58562 3.87065 -0.58192
O 8.64054 1.11031 -0.97542
O 4.18465 2.72276 0.51196
O -3.37525 -6.17642 -1.80623
O 7.26826 2.28134 0.36699
C 4.78947 3.29214 -0.63997
C -4.73568 -6.56338 -1.67978
C 3.82614 4.73256 -2.46625
C -5.64176 -1.25118 1.24343
C -7.44382 -2.56838 1.03959
C -5.41964 -5.25851 -1.39396
C 9.79796 -0.28063 0.62574
C -3.21687 -5.06372 -1.03199
C -2.12547 4.09592 1.16460
C -4.81203 3.06514 0.50917
C 2.84127 2.95293 0.39686
C 8.02015 1.40807 1.19603
C -5.48505 -2.46870 2.10469
C 3.84123 4.40239 -0.98952
C 9.20243 1.07923 0.33243
C -4.40047 -0.91867 0.44553
C -3.64881 3.62720 0.81571
C 7.55307 1.93348 -0.92057
C -6.68097 -5.41123 -0.57252
B -1.02098 2.96608 0.60419
H -0.96765 2.00443 1.32547
H 9.97303 1.85602 0.39160
H -1.27870 2.68958 -0.52412
H -3.53920 -0.75630 1.09832
H -5.62698 -4.70239 -2.31491
H 3.13485 5.55666 -2.66511
H -1.89911 5.13450 0.71410
H -5.09529 -2.22921 3.09644
H 8.30885 1.90315 2.12579
H -5.69469 2.32005 0.57762
H 10.66414 -0.46355 -0.01651
H 0.04555 3.51899 0.58980
H 4.82047 5.01766 -2.82048
H 7.40083 0.53726 1.43392
H 5.78982 3.65752 -0.41472
H -7.40299 -6.06472 -1.06908
H 9.07901 -1.07677 0.41207
H 4.03942 5.30323 -0.39699
H 3.47144 3.88084 -3.05367
H -4.16286 -1.71914 -0.26144
H -4.56171 -0.01577 -0.14993
H -6.45643 -5.81947 0.41752
H -5.96486 -0.38271 1.82803
H -7.14853 -4.43684 -0.40769
H -4.81628 -7.28409 -0.85934
H -5.09690 -7.02972 -2.59918
H -4.85632 -3.24211 1.65217
H 10.11425 -0.35981 1.66906
H -1.99218 4.12771 2.30516
H 4.85720 2.52232 -1.41164
*
```

Entry 7:
Molecular formula: C19H30BrF8N4O3
Method: DFT, ωB97M-V/def2-TZVPD

Calculated values
HOMO-LUMO gap = 4.32 eV

```
! RIJCOSX wB97M-V def2-TZVPD def2/J DEFGRID3
* xyz 1 1
Br 2.54997 -4.01592 0.25414
F 7.20578 -1.06151 -1.27880
F 6.53565 2.24768 -3.18644
F 3.58422 2.77780 -0.11006
F 4.93912 -0.03723 -3.86110
F 6.30060 1.92604 -0.83197
F 3.85647 1.80999 -2.85334
F 7.86025 -0.26919 -3.54382
F 8.63501 0.83036 -1.57371
O 5.60001 -2.86990 -3.03697
O 1.01319 -0.30250 2.32945
O 7.19045 -4.14867 -3.49807
N 3.12749 -2.29189 -0.24151
N -6.18834 0.09748 1.18590
N 6.11509 -4.10542 -2.87962
N 4.11041 -0.28374 -1.49021
C -7.35116 0.84790 1.66354
C -7.23634 -1.51440 -0.50530
C -6.46272 -1.28804 0.79004
C 4.71637 1.58164 1.89496
C -1.11921 0.35390 1.09480
C -5.30508 0.79812 0.24768
C -0.14097 -0.88336 1.62357
C -0.32045 1.81649 1.05232
C -4.78811 2.14087 0.76149
C 2.92536 -1.11225 0.71987
C 2.22033 -1.15353 2.20090
C 4.17120 -2.84783 -2.66906
C 3.81477 -1.77538 -1.48542
C 7.43842 0.13031 -2.17500
C 3.55900 1.53687 0.68795
C -8.33693 1.35840 0.61954
C 3.59925 0.13615 -0.13565
C 4.73652 0.62740 -2.51612
C 6.21511 1.22108 -2.12533
H 0.04011 2.16739 2.12421
H -4.08350 2.56663 0.03887
H 5.51046 0.72819 1.79834
H -4.26216 2.02613 1.71481
H -7.15507 -2.56482 -0.80357
H -8.30106 -1.30358 -0.38187
H -0.83389 -1.55383 2.31482
H -2.02660 0.51244 1.81768
H -5.59523 2.86803 0.89204
H 0.14455 -1.51747 0.67802
H -8.96163 2.14575 1.05985
H 3.52813 -2.52636 -3.62221
H -1.08153 2.65798 0.68187
H -6.99274 1.70658 2.24428
H -6.98665 -1.80177 1.60656
H 4.16442 1.44971 2.94575
H -6.85322 -0.91163 -1.33345
H 1.86993 -2.24994 2.51713
H 2.97119 -0.81690 3.06564
H -5.50223 -1.81221 0.70435
H 3.85996 -3.95944 -2.41679
H -1.50994 0.17479 0.00093
H -7.84191 1.79177 -0.25384
H -7.89921 0.24270 2.39738
H -5.78580 0.95547 -0.72101
H -4.42177 0.17273 0.06393
H -9.01378 0.57171 0.28422
H 5.17552 2.65934 1.91307
H 2.52480 1.55246 1.28564
H 0.54815 1.79045 0.25467
*
```

Entry 8:
Molecular formula: C19H30BrIN2O5OsSe2
Method: DFT, ωB97M-V/def2-TZVPD

Calculated values
HOMO-LUMO gap = 8.27 eV
ΔE to the lowest compared entry with this formula, charge and spin = 1.2 kJ/mol

```
! RIJCOSX wB97M-V def2-TZVPD def2/J DEFGRID3
* xyz 2 1
Os 0.40028 -0.27896 1.04916
I 2.57173 -1.17575 -0.26993
Br 0.95907 -1.93919 2.81949
Se -1.52630 0.53571 2.30567
Se -1.80570 2.79256 1.76520
O -0.62708 -1.89852 0.13401
O 1.52414 1.36649 1.85960
O -0.63361 3.25845 5.74643
O -2.38483 0.09646 -0.38988
O 0.11432 1.15301 -0.47196
N -2.09871 -3.50894 -0.38376
N -0.34850 2.27194 -2.34187
C -1.11039 -4.56876 -0.18451
C -0.64891 1.34087 -1.44741
C -2.89862 -1.20644 -0.33374
C 4.49445 -3.15324 0.90973
C 3.29296 -2.50968 1.17980
C -1.11915 2.61016 -3.53805
C -1.78938 -2.23759 -0.18043
C -3.44486 -3.92890 -0.78552
C 2.63119 -2.76994 2.36049
C -0.28828 3.34248 2.88973
C 4.33916 -4.30404 3.01588
C 0.25761 2.22003 3.79766
C 0.58016 2.82355 5.18019
C 0.87686 3.05862 -2.19699
C 5.01362 -4.04932 1.83052
C -1.88583 0.48571 -1.64682
C 1.58819 1.68211 3.27312
C 3.14061 -3.66363 3.28783
C -0.77287 1.10822 4.00645
H -0.68811 4.14585 3.50353
H -0.46681 3.70728 6.58156
H 0.63316 4.05662 -1.83143
H -1.61129 1.47206 4.59651
H 1.55263 2.57599 -1.50134
H -0.60188 2.24485 -4.42542
H -3.45953 -5.01365 -0.82331
H 2.35500 2.45058 3.38673
H 4.74477 -5.00226 3.73477
H -0.18314 -4.13934 0.17690
H 2.60889 -3.85632 4.21016
H 1.28198 3.65474 5.04738
H -1.19842 3.69411 -3.60296
H -0.92899 -5.08331 -1.12781
H 1.06623 2.06615 5.80754
H 1.35301 3.14679 -3.17189
H 0.49322 3.72903 2.23941
H -3.54716 -1.26025 0.54431
H -2.66588 1.02808 -2.17688
H 5.02330 -2.95630 -0.01331
H -0.33528 0.24003 4.50135
H -1.58998 -0.37398 -2.26133
H 1.88825 0.79358 3.83266
H -4.19677 -3.60561 -0.06636
H -3.69988 -3.55769 -1.77779
H -1.49321 -5.28393 0.54233
H 2.42423 1.38310 1.51099
H -3.51838 -1.42862 -1.20568
H -2.12031 2.19931 -3.52204
H 5.94931 -4.54758 1.61821
*
```